1.
22 unconnected molecules or ions with the total composition C23H86BBr2ClFN2O25S3. Source: the Open Molecules 2025 dataset; level of theory: wB97M-V/def2-TZVPD.

```
144
Properties=species:S:1:pos:R:3:mulliken_charge:R:1
C -0.961 -1.546 3.391 -1.4279
C 0.341 -0.721 3.434 -0.1952
C 1.237 -1.100 2.261 0.2948
Br 2.298 -2.669 2.765 0.0930
N 2.179 -0.038 1.732 0.8482
C 2.589 1.015 2.736 -0.3574
C 3.396 0.408 3.885 -0.9419
C 4.739 -0.224 3.530 -0.1833
F 5.120 -0.990 4.615 -0.3788
C 3.375 2.201 2.115 0.3327
C 3.187 3.400 3.057 -1.7204
O 2.856 2.566 0.837 -0.3817
C 2.849 1.491 -0.075 0.1646
Br 2.336 2.358 -1.767 -0.2418
C 4.232 0.829 -0.252 -0.8478
C 4.767 0.547 -1.668 -1.1228
C 6.017 -0.367 -1.520 -1.1615
C 5.780 -1.741 -2.148 -0.6366
S 7.229 -2.734 -1.799 0.9923
O 7.764 -2.332 -0.521 -0.5771
O 8.162 -2.660 -2.890 -0.5571
Cl 6.632 -4.650 -1.558 -0.1875
C 1.715 0.505 0.375 0.0522
C 0.375 1.248 0.526 -1.2039
C -0.921 0.443 0.288 -0.0016
C -2.067 0.864 1.216 -2.1062
S -3.404 -0.348 1.236 -0.0377
C -4.746 0.549 0.444 -0.4438
S -4.444 1.490 -0.860 -0.1053
N -5.971 0.271 1.022 0.5921
C -6.548 -1.007 0.492 -0.5606
C -6.181 -2.233 1.315 -0.5110
C -6.943 1.393 0.977 -0.5870
C -7.633 1.525 2.343 -1.0093
B 1.680 -0.711 -0.694 1.5789
C 0.785 -0.802 -1.956 -0.6271
O 2.525 -1.748 -0.373 -1.0772
H -1.331 -1.691 2.377 0.0047
H -0.805 -2.522 3.849 0.4327
H -1.739 -1.050 3.969 0.4357
H 0.818 -0.945 4.385 0.5762
H 0.071 0.336 3.396 0.2209
H 0.626 -1.484 1.456 0.0307
H 3.042 -0.544 1.521 -0.2773
H 1.695 1.475 3.153 0.6461
H 2.826 -0.350 4.421 0.2151
H 3.590 1.191 4.618 0.6213
H 5.522 0.515 3.355 0.3411
H 4.713 -0.885 2.660 0.1516
H 4.442 1.991 2.059 0.1505
H 2.817 3.099 4.032 0.3377
H 2.452 4.080 2.632 0.4399
H 4.124 3.938 3.198 0.4334
H 4.309 -0.115 0.290 0.3773
H 4.964 1.499 0.202 0.5132
H 5.119 1.450 -2.153 0.5860
H 4.040 0.007 -2.273 0.2686
H 6.856 0.096 -2.040 0.6252
H 6.323 -0.447 -0.478 0.5418
H 5.761 -1.656 -3.233 0.3917
H 4.913 -2.259 -1.742 0.2764
H 0.308 1.714 1.516 0.6744
H 0.357 2.098 -0.151 0.7982
H -0.796 -0.639 0.322 0.0307
H -1.282 0.665 -0.717 0.5396
H -2.484 1.802 0.848 0.7559
H -1.750 1.046 2.245 0.5419
H -6.158 -1.153 -0.523 0.0950
H -7.624 -0.898 0.386 0.5747
H -6.605 -2.164 2.316 0.3031
H -5.103 -2.327 1.438 -0.1561
H -6.546 -3.138 0.827 0.1283
H -7.704 1.188 0.222 0.2722
H -6.434 2.323 0.741 0.5474
H -7.922 2.563 2.512 0.4937
H -6.919 1.259 3.124 0.3567
H -8.518 0.899 2.413 0.0966
H 0.338 0.161 -2.193 0.1629
H -0.049 -1.464 -1.725 0.1299
H 1.322 -1.138 -2.842 0.2796
H 2.306 -2.522 -0.903 0.2858
O -7.691 -4.836 0.014 -0.5951
H -7.062 -5.343 -0.509 0.2905
H -8.472 -5.397 0.062 0.2754
O -0.206 2.026 -3.909 -0.6065
H 0.746 2.140 -3.815 0.1649
H -0.311 1.767 -4.834 0.3160
O -8.168 -0.147 -2.284 -0.6022
H -7.237 0.026 -2.119 0.2564
H -8.190 -0.495 -3.185 0.3278
O -2.840 -3.669 0.413 -0.6370
H -1.905 -3.755 0.615 0.3015
H -3.025 -2.720 0.441 0.2966
O 10.206 -4.521 -1.383 -0.6330
H 9.530 -4.667 -0.715 0.2986
H 9.737 -4.087 -2.108 0.3676
O -2.356 -1.260 -2.474 -0.5251
H -2.997 -0.862 -1.869 0.1623
H -2.210 -0.579 -3.139 0.2988
O -0.128 -3.696 -2.663 -0.5963
H -0.952 -3.236 -2.878 0.3147
H 0.230 -3.973 -3.511 0.2862
O -4.910 -3.240 3.982 -0.5823
H -4.685 -3.464 4.890 0.2751
H -4.577 -3.977 3.459 0.2987
O 0.649 4.744 4.561 -0.5664
H 0.856 5.300 5.319 0.2762
H 0.132 5.353 4.013 0.3151
O -8.947 -0.142 -5.259 -0.6150
H -9.851 -0.085 -4.938 0.2994
H -9.026 -0.141 -6.220 0.3057
O 0.446 3.460 -6.389 -0.6100
H 0.613 3.977 -5.587 0.4115
H 0.140 4.117 -7.021 0.3039
O 6.987 -1.862 2.270 -0.5185
H 7.708 -2.226 2.791 0.2614
H 7.215 -2.052 1.352 0.3866
O -9.660 -0.769 3.510 -0.6103
H -9.723 -1.578 2.993 0.2893
H -10.513 -0.709 3.953 0.2989
O 11.650 -6.219 -3.579 -0.6414
H 12.447 -6.408 -3.077 0.3077
H 11.091 -5.732 -2.964 0.3456
O 6.725 1.379 -4.239 -0.5931
H 7.667 1.549 -4.132 0.3116
H 6.666 0.920 -5.083 0.3003
O -0.338 6.945 2.721 -0.6408
H -0.416 7.863 2.996 0.2870
H -0.631 6.955 1.800 0.3470
O 10.841 -1.082 -1.416 -0.6417
H 11.373 -1.712 -1.911 0.3210
H 10.030 -1.561 -1.218 0.3337
O -0.560 7.309 -0.214 -0.6263
H 0.303 7.700 -0.376 0.3091
H -0.857 7.001 -1.072 0.3073
O -9.695 2.338 4.588 -0.6057
H -9.759 1.524 4.077 0.3160
H -10.543 2.438 5.028 0.2911
O -8.779 -1.319 -8.225 -0.6187
H -8.159 -1.849 -8.732 0.3074
H -9.569 -1.866 -8.167 0.3205
O 0.715 4.871 -3.794 -0.7078
H 0.412 4.040 -3.409 0.3400
H 1.606 5.007 -3.457 0.3388
```

As for the HOMO energy: -10.356 eV. Its net charge is +1.

***

2.
C5H8O2 in the gas phase. Source: the Open Molecules 2025 dataset; level of theory: wB97M-V/def2-TZVPD.

```
15
Properties=species:S:1:pos:R:3:mulliken_charge:R:1
O 2.441 0.370 0.387 -0.5119
C 1.421 -0.465 -0.129 -0.6368
C 0.123 -0.089 0.554 0.1450
C -0.498 1.312 0.236 -0.6361
C -1.741 0.567 -0.214 -0.4989
C -1.158 -0.623 -0.036 0.1394
O -1.477 -1.906 -0.305 -0.5260
H 3.263 0.148 -0.065 0.3016
H 1.638 -1.527 0.069 0.3220
H 1.315 -0.342 -1.220 0.3419
H 0.221 -0.253 1.634 0.3882
H -0.595 1.990 1.089 0.2530
H 0.034 1.826 -0.572 0.2101
H -2.274 -1.889 -0.855 0.3324
H -2.715 0.881 -0.572 0.3760
```

The energy relative to the best compared isomer or geometry (same formula, charge and spin) comes out at 43.7 kcal per mole. As for the HOMO energy: -8.637 eV. As for the SMILES: OC[C@H]1CC=C1O.

***

3.
4 unconnected molecules or ions with the total composition C32H56BClF17NO14P3. Source: the Open Molecules 2025 dataset; level of theory: wB97M-V/def2-TZVPD.

```
125
Properties=species:S:1:pos:R:3:mulliken_charge:R:1
C 4.351 4.479 4.487 -0.7185
O 4.562 4.272 3.101 -0.4061
C 3.471 3.509 2.605 -0.2310
C 3.629 3.146 1.133 -0.9866
C 2.432 2.222 0.742 0.2052
C 1.155 3.061 0.480 -1.2138
C 0.092 2.923 1.601 -0.4138
C -0.504 1.489 1.531 -0.3860
C -2.000 1.416 2.017 -0.5574
C -2.818 0.557 1.021 -1.3081
B -3.628 -0.723 1.705 0.6834
C -4.611 -0.184 2.904 -1.0572
C -5.525 1.022 2.530 -0.3751
C -5.231 2.187 3.455 -0.5372
Cl -6.325 3.603 3.196 -0.2721
C -2.414 -1.653 2.387 0.3600
C -2.511 -3.180 2.144 -1.4930
C -1.738 -3.707 0.959 0.8865
F -2.020 -3.079 -0.193 -0.2468
F -2.209 -4.993 0.749 -0.4020
C -0.202 -3.912 1.149 0.7854
F 0.208 -4.868 0.290 -0.3432
F -0.036 -4.454 2.379 -0.2966
C 0.694 -2.636 1.094 0.4107
F 0.111 -1.622 0.437 -0.1461
F 0.834 -2.191 2.358 -0.3531
C 2.088 -2.780 0.425 0.4795
F 2.591 -1.531 0.331 -0.1115
F 1.982 -3.200 -0.844 -0.3580
C 3.134 -3.689 1.139 0.6913
F 3.959 -4.148 0.166 -0.3040
F 2.611 -4.786 1.700 -0.2869
C 4.085 -2.982 2.161 0.5966
F 5.116 -2.448 1.455 -0.2744
F 3.534 -1.972 2.840 -0.2904
C 4.754 -3.943 3.193 0.5401
F 5.885 -3.316 3.590 -0.2854
F 5.174 -5.084 2.640 -0.3012
C 3.930 -4.183 4.501 0.6084
F 2.614 -4.088 4.311 -0.1529
F 4.264 -3.273 5.412 -0.2546
F 4.187 -5.390 4.996 -0.2696
N -4.362 -1.437 0.498 -0.6109
C -5.485 -1.841 0.679 0.7710
O -6.602 -2.209 0.924 -0.6543
H 4.955 5.323 4.815 0.2792
H 4.589 3.555 5.033 0.2727
H 3.292 4.681 4.697 0.2946
H 3.381 2.567 3.165 0.3437
H 2.562 4.119 2.691 0.2410
H 3.589 4.026 0.488 0.3736
H 4.582 2.643 0.950 0.3087
H 2.294 1.510 1.562 -0.0119
H 2.764 1.658 -0.134 0.1555
H 1.458 4.106 0.347 0.5050
H 0.726 2.751 -0.478 0.4755
H 0.619 3.092 2.542 0.1378
H -0.679 3.663 1.381 0.5059
H 0.127 0.804 2.108 -0.1429
H -0.410 1.190 0.484 0.2039
H -1.936 0.978 3.016 0.3136
H -2.322 2.458 2.046 0.4732
H -3.498 1.231 0.478 0.5460
H -2.190 0.097 0.248 0.2674
H -5.183 -0.977 3.411 0.4657
H -3.938 0.197 3.688 0.3756
H -5.507 1.271 1.468 0.3962
H -6.556 0.717 2.751 0.1282
H -5.390 1.838 4.477 0.3996
H -4.203 2.539 3.409 0.1646
H -2.551 -1.522 3.469 0.2754
H -1.420 -1.255 2.176 -0.5885
H -3.550 -3.479 1.983 0.2198
H -2.228 -3.687 3.069 0.5997
C 6.050 -0.798 -6.179 -0.6128
O 5.118 -0.853 -5.104 -0.4957
P 5.732 -0.563 -3.575 1.7116
O 6.698 0.534 -3.927 -0.7842
O 6.448 -2.045 -3.554 -0.4251
C 5.639 -3.210 -3.787 -0.7867
O 5.948 -0.422 -1.928 -0.3752
C 5.210 -1.310 -1.054 -0.9434
H 5.593 -1.318 -7.021 0.2740
H 6.239 0.235 -6.463 0.1549
H 6.986 -1.292 -5.918 0.3167
H 5.822 -3.584 -4.795 0.2691
H 4.575 -3.004 -3.674 0.3973
H 5.926 -3.975 -3.067 0.2836
H 5.716 -2.274 -0.993 0.2956
H 4.194 -1.449 -1.410 0.2929
H 5.178 -0.864 -0.069 0.4210
C -13.701 -3.280 0.848 -0.6486
O -12.406 -3.118 1.409 -0.4424
P -11.615 -1.709 1.010 1.2671
O -12.703 -0.699 1.053 -0.7234
O -11.286 -2.228 -0.516 -0.3560
C -10.712 -3.529 -0.698 -0.7598
O -10.300 -0.713 1.041 -0.3684
C -8.974 -1.319 1.030 -0.4569
H -13.945 -4.341 0.912 0.2439
H -14.433 -2.714 1.421 0.2532
H -13.723 -2.970 -0.197 0.3275
H -11.476 -4.216 -1.064 0.2661
H -10.291 -3.928 0.225 0.3776
H -9.918 -3.453 -1.440 0.2931
H -8.700 -1.585 0.013 0.3372
H -8.941 -2.200 1.664 0.3549
H -8.264 -0.593 1.405 0.0503
C 4.065 7.525 -6.043 -0.6547
O 3.864 6.124 -5.888 -0.4416
P 4.841 5.373 -4.772 1.1963
O 4.899 6.358 -3.665 -0.7030
O 6.158 5.440 -5.758 -0.3694
C 6.032 5.002 -7.116 -0.7831
O 5.404 4.031 -3.983 -0.3118
C 5.502 2.779 -4.713 -0.4994
H 3.619 7.806 -6.998 0.2453
H 3.562 8.067 -5.245 0.2571
H 5.126 7.775 -6.055 0.3307
H 5.997 5.868 -7.777 0.2753
H 5.136 4.400 -7.274 0.3710
H 6.906 4.401 -7.365 0.2889
H 6.419 2.763 -5.301 0.2555
H 4.638 2.642 -5.367 0.3279
H 5.543 1.955 -4.002 0.1068
```

As for the HOMO energy: -5.745 eV. Its net charge is -1.

***

4.
A molecular structure, C43H34ClN5O2PSr. Source: the Open Molecules 2025 dataset; level of theory: wB97M-V/def2-TZVPD.

```
87
Properties=species:S:1:pos:R:3:mulliken_charge:R:1
Sr -0.549 -0.502 0.484 2.0577
O 1.386 -1.395 1.019 -0.8221
C 0.635 -2.003 1.855 -1.0697
N -0.205 -2.902 1.475 -0.3598
C -1.304 -3.295 2.248 0.2034
C -1.515 -4.621 2.614 -0.5693
C -2.684 -5.005 3.255 -0.5213
C -3.672 -4.068 3.517 -0.8732
C -3.480 -2.747 3.147 -0.2913
C -2.303 -2.337 2.523 -0.9000
N -2.127 -1.024 2.067 0.8427
C -2.262 -0.033 2.933 0.0606
O -2.451 -0.086 4.160 -0.7783
C -2.163 1.356 2.327 0.1795
C -2.778 2.397 3.027 -0.6752
C -2.677 3.687 2.548 -0.7355
C -1.954 3.917 1.382 -0.6019
C -1.382 2.832 0.749 -1.5103
N -1.487 1.580 1.200 0.9566
C 0.722 -1.428 3.241 1.0156
C 1.089 -2.151 4.366 -0.7329
C 1.287 -1.464 5.552 -0.6422
C 1.076 -0.094 5.579 -1.1901
C 0.669 0.532 4.412 -0.2198
N 0.518 -0.112 3.264 0.9298
H -0.754 -5.356 2.378 0.4693
H -2.826 -6.043 3.535 0.3685
H -4.594 -4.370 3.999 0.4011
H -4.247 -2.005 3.326 0.4812
H -3.304 2.151 3.938 0.5853
H -3.153 4.508 3.071 0.4227
H -1.839 4.912 0.974 0.5013
H -0.818 2.954 -0.171 0.9502
H 1.217 -3.224 4.305 0.5293
H 1.600 -1.991 6.444 0.4201
H 1.206 0.473 6.492 0.4534
H 0.444 1.593 4.395 0.5755
N 2.539 -0.790 -1.466 0.0342
C 3.361 0.034 -2.176 0.3285
C 4.246 -0.495 -3.128 -0.7845
C 5.059 0.328 -3.878 -0.5543
C 5.022 1.705 -3.694 -0.9270
C 4.150 2.243 -2.761 -0.4696
C 3.313 1.436 -1.994 0.4745
P 1.993 2.093 -0.896 0.7532
C 2.103 3.891 -1.279 -0.0409
C 3.027 4.763 -0.706 -0.0351
C 3.052 6.100 -1.074 -0.6503
C 2.157 6.583 -2.020 -0.4675
C 1.239 5.721 -2.601 -0.7482
C 1.210 4.385 -2.228 -0.4521
C 2.758 2.067 0.772 0.2789
C 3.846 1.267 1.104 -0.2730
C 4.322 1.237 2.408 -0.7501
C 3.726 2.013 3.389 -0.4360
C 2.638 2.815 3.066 -0.9266
C 2.146 2.826 1.773 0.0721
H 2.662 -1.784 -1.534 0.2281
H 2.151 -0.495 -0.587 -0.3313
H 4.271 -1.570 -3.269 0.3534
H 5.729 -0.105 -4.610 0.3631
H 5.658 2.355 -4.281 0.4135
H 4.123 3.316 -2.633 0.3150
H 3.734 4.392 0.026 0.4676
H 3.776 6.767 -0.623 0.3998
H 2.176 7.629 -2.299 0.3728
H 0.542 6.093 -3.342 0.4170
H 0.490 3.708 -2.674 0.4867
H 4.321 0.663 0.341 0.3354
H 5.163 0.602 2.659 0.3968
H 4.093 1.981 4.407 0.4015
H 2.166 3.421 3.830 0.4150
H 1.285 3.437 1.525 0.3969
Cl -7.059 -1.305 0.715 -0.3078
C -5.525 -1.042 -0.085 0.3979
C -4.790 -2.124 -0.542 -0.5637
C -3.574 -1.911 -1.165 -0.5093
C -3.034 -0.617 -1.336 0.9996
C -1.712 -0.403 -1.897 -1.7923
C -3.835 0.454 -0.882 -0.2834
C -5.054 0.250 -0.260 -0.7248
H -5.175 -3.127 -0.406 0.3863
H -2.990 -2.763 -1.496 0.2959
H -1.637 0.565 -2.402 0.3032
H -1.437 -1.198 -2.597 0.3216
H -3.467 1.468 -1.006 0.3061
H -5.643 1.086 0.096 0.4026
```

The energy relative to the best compared isomer or geometry (same formula, charge and spin) comes out at 55.8 kcal per mole. As for the HOMO energy: -3.241 eV. Its net charge is -1.